Entry from the OMol25 dataset: 3 unconnected molecules or ions with the total composition C10H14NOP at a distorted geometry (wB97M-V/def2-TZVPD).

```
27
Properties=species:S:1:pos:R:3
C -1.0870 -0.6725 -1.7637
C -1.9893 -0.3880 -0.9852
C -3.1894 0.1082 -0.3186
C -3.9554 -0.8776 0.4984
C -5.0115 -0.6476 1.3148
C -2.8123 1.4821 0.2540
C -1.8500 1.7225 1.2054
H -0.5857 -1.1130 -2.5454
H -3.7737 0.4320 -1.2516
H -3.7002 -1.9231 0.3870
H -5.5294 -1.4282 1.7883
H -5.4094 0.3791 1.3407
H -3.6539 2.2312 0.0194
H -1.0601 0.9782 1.4459
H -1.7352 2.6984 1.5464
C 5.6011 -0.6314 0.8543
P 4.0139 -0.3246 0.9636
O 3.2621 -0.6938 -0.4373
C 3.6246 -1.6240 -1.4305
H 6.3387 -1.0977 0.2111
H 6.1716 -0.2503 1.7331
H 4.7006 -2.0173 -1.3975
H 3.5791 -1.0584 -2.3628
H 2.9544 -2.5476 -1.6589
C 1.7021 2.3338 0.1578
N 2.6431 2.5100 0.7469
H 0.7512 2.4194 -0.3154
```

Calculated values
Energy above the lowest of the compared OMol25 structures with the same formula, charge and spin = 193.4 kcal/mol
Frontier orbital gap = 9.740 eV
E_LUMO = 0.0283 Eh
SMILES = C#CC(C=C)C=C.C=POC.C#N